No. 1
C2H2CuFLiO | wB97M-V/def2-TZVPD

Each line ends with the Löwdin charge.
CARTESIAN COORDINATES (ANGSTROEM)
1 H 1.2019 0.5239 0.9539  0.156
2 C -0.6532 1.0312 0.0446  -0.077
3 C 0.4855 0.3294 0.0935  -0.339
4 O 0.5256 -0.9930 0.0487  -0.368
5 Cu 2.2949 -1.6726 -0.7549  0.755
6 Li -1.2202 -1.5976 -0.1865  0.832
7 F -1.8358 0.2879 -0.0639  -0.084
8 H -0.7987 2.0908 -0.1355  0.125

total charge = +1
multiplicity = 1
LUMO energy = -5.54 eV
frontier orbital gap = 7.09 eV

No. 2
C6H6 | wB97M-V/def2-TZVPD

Each line ends with the Löwdin charge.
CARTESIAN COORDINATES (ANGSTROEM)
1 C 3.1725 0.5536 0.1795  0.106
2 C 2.2400 -0.1595 -0.0835  -0.145
3 C 1.1123 -1.0448 -0.4117  -0.220
4 C -0.2012 -0.4322 -0.1621  -0.043
5 C -1.2823 0.0594 0.0379  -0.082
6 C -2.5931 0.6638 0.2812  -0.109
7 H 3.9944 1.1928 0.4162  0.024
8 H 1.1837 -1.3395 -1.4664  0.120
9 H 1.2015 -1.9702 0.1713  0.120
10 H -2.8644 0.5971 1.3396  0.076
11 H -2.5925 1.7212 -0.0020  0.077
12 H -3.3710 0.1583 -0.3000  0.076

multiplicity = 1
relative energy (zero: lowest compared OMol25 entry of this formula, charge and spin) = 349.11 kJ/mol
LUMO energy = 0.98 eV
frontier orbital gap = 10.55 eV
SMILES = C#CCC#CC

no.,energy (eV)
1,-51707.802
2,-6315.582